Molecular formula: C60H156N12O18
Method: DFT, the ωB97M-V functional and the def2-TZVPD basis

Geometry as XYZ:
```
246
Properties=species:S:1:pos:R:3:forces:R:3
O -1.5104 -4.2980 8.8642 1.64 -0.72 -0.74
O 6.4834 0.7768 -2.2661 -0.31 -0.86 -0.63
O 3.6285 0.1235 3.9079 0.40 0.05 0.11
O -1.7314 -10.0940 4.4236 -0.17 -0.75 -0.85
O -3.3980 3.6226 0.6654 0.04 -0.31 0.76
O 0.6783 -3.1647 -6.9487 0.31 -1.34 -0.55
O 0.3113 -2.6276 5.1452 -0.91 0.21 -0.51
O 2.7181 0.4572 -5.8069 1.51 0.64 1.23
O -3.2996 2.7263 -6.4148 -0.48 0.84 -0.99
O -2.1561 -4.6649 1.1520 -0.55 -0.30 0.38
O 3.0355 3.9279 -2.8584 1.98 -0.10 1.04
O -0.1238 -0.2124 -1.7531 0.07 0.73 1.95
O -1.8323 6.7373 -1.8427 -1.38 -0.15 -0.95
O 0.7288 4.4942 4.2678 -0.79 0.05 0.15
O 1.2593 -7.0092 -4.1601 -0.35 -1.02 0.47
O -3.6144 -0.3408 3.7286 0.54 -2.37 -0.62
O 3.8794 -3.2106 0.1555 0.41 0.55 -1.48
O -5.1266 4.7419 4.7512 -0.56 0.55 -0.29
N 2.1131 4.1857 0.7740 0.13 0.15 0.36
N 2.3709 -1.6217 1.9217 -0.58 -0.14 -0.18
N 4.2260 -1.8435 -6.5281 -0.82 1.59 1.27
N 1.4062 -4.0623 -4.1133 0.74 -0.93 1.10
N -1.7822 8.3069 -5.1894 -0.85 -1.29 0.93
N 4.1231 2.2287 -0.5284 0.40 -0.39 -0.11
N -0.4762 -5.0364 6.5743 0.06 1.78 -2.07
N -0.6200 3.2094 -0.3153 0.32 -2.09 -0.47
N -3.2861 3.8309 -2.2536 1.50 1.03 -0.74
N -1.9532 -7.4554 3.5394 -0.09 2.84 0.07
N -5.2683 1.8720 4.3919 -0.97 0.98 0.40
N -1.3839 0.4533 -6.3367 -1.02 0.91 0.97
C 0.3421 -5.2925 7.7229 0.41 -1.06 0.13
C -1.5332 -5.6402 1.9420 0.25 0.24 1.64
C 4.6595 -2.3668 -4.1430 -1.72 0.91 0.59
C -0.5949 4.3891 4.8764 0.89 0.30 -1.05
C 2.4570 2.7820 -2.3526 -1.27 -1.36 0.99
C 0.1928 -0.6041 -3.0506 -0.52 -0.62 0.15
C 0.0937 -3.8287 -4.6650 -0.07 -0.08 0.26
C -1.5624 1.5597 -5.3628 -0.72 -1.67 0.52
C -4.6391 3.2384 -6.5390 0.62 -2.09 0.52
C 3.5852 0.9472 5.0745 1.80 -0.09 -0.98
C 5.2051 -3.0088 -0.3310 -1.04 0.19 -0.47
C 2.2301 4.5797 -3.7286 -2.52 -0.39 -0.14
C -1.3267 -3.9315 0.3062 0.06 1.12 0.02
C -0.5797 0.9698 0.8857 0.67 -0.93 0.19
C 2.3586 6.1473 2.2103 0.61 -0.63 -0.35
C -0.6253 2.7337 -5.4218 1.06 1.64 -0.91
C -4.6719 2.0268 -1.4184 0.26 1.19 0.03
C -1.6433 -8.9751 5.2711 -0.78 -0.52 1.19
C 3.5556 -0.1944 -4.7620 -0.46 -0.17 -0.85
C 1.8891 -2.2437 0.6950 -0.09 -0.61 0.15
C 2.9149 -0.3140 1.6540 0.95 0.71 0.12
C 2.9523 -2.2844 -0.4066 -1.65 -0.75 0.57
C 0.8710 -6.3253 -2.9781 -0.65 0.27 -0.24
C -2.1160 7.2380 -4.1562 0.54 0.71 -0.32
C -3.8852 1.7937 4.7340 0.74 -1.10 0.37
C -0.0873 1.8199 -0.2789 -0.80 -1.15 -0.04
C -1.8157 5.8371 -4.7451 0.64 1.91 0.43
C -0.7037 -5.4839 8.8023 -0.45 -0.05 0.04
C -4.4467 3.5833 -1.4748 -0.73 -1.59 1.25
C -0.6233 -10.9667 4.3671 -1.33 -1.48 1.51
C 0.8474 -8.3852 -4.1192 -0.23 -0.28 1.62
C 3.6702 -1.6829 -5.1218 0.89 -0.43 -0.24
C -6.3679 4.0653 4.8322 -0.58 0.72 0.40
C 2.0744 4.6104 2.2199 0.29 0.94 -0.84
C -1.0593 6.3739 -0.7616 -1.02 -0.08 1.47
C 3.5739 1.8418 -1.8499 -1.47 -0.04 0.62
C -3.4923 3.8608 2.0575 1.77 1.81 -0.03
C -3.2201 0.9593 3.6551 0.26 1.89 -0.47
C -5.2997 6.1175 4.4455 -0.64 0.60 0.08
C 2.8376 0.6218 2.8260 -0.46 -0.51 1.55
C -2.5883 -7.8996 4.7246 0.37 -0.66 0.72
C -1.3316 7.5489 -2.8801 0.40 -0.37 0.04
C -2.5626 -6.3342 2.8178 -0.40 -1.43 -0.45
C 7.5721 0.7458 -3.1913 -0.61 1.57 0.49
C 6.5580 1.6701 -1.2158 0.67 0.57 1.72
C 1.5426 -4.9552 -2.9030 -2.36 0.68 -1.34
C 1.0085 -1.4366 5.0517 -2.14 1.52 0.58
C -0.5675 1.1480 -1.5606 0.59 0.55 -2.48
C -4.4117 4.2351 -0.0684 -0.94 -0.42 -1.38
C 0.2161 -4.9180 5.2702 1.48 -0.06 1.07
C 1.1451 -3.7082 5.0780 0.02 -1.70 1.39
C -2.8381 -1.1815 2.8023 -2.05 -1.27 1.84
C 0.1033 -2.7770 -5.7394 -0.62 0.14 -0.44
C -3.0211 1.9702 -5.2494 1.01 1.92 -0.17
C 5.3486 1.5019 -0.2006 0.76 -0.66 -0.83
C -6.1186 2.6610 5.3115 -0.33 -1.30 0.36
C 0.4948 -2.1791 -7.9253 1.05 0.86 0.61
C 0.7116 4.3637 2.8583 -1.26 -0.36 -0.82
C -2.3201 -4.2813 9.9535 0.33 1.51 2.93
C 3.3832 1.6712 -6.2426 -0.94 -0.20 0.90
H 4.5215 3.1579 -0.5432 -0.83 0.71 -0.53
H -1.4034 3.2190 0.3146 -0.26 0.61 0.22
H 3.0159 0.8478 -1.7870 1.21 0.85 0.29
H 2.3091 0.1257 0.8647 0.04 0.22 -0.24
H 4.2655 0.5462 5.8199 -0.12 -0.71 0.06
H -0.4699 -11.4780 5.3651 0.02 0.49 -0.94
H -3.8113 4.8989 2.2159 0.47 0.24 0.01
H 1.8730 2.2135 -3.1506 0.75 0.67 0.53
H 4.0603 -2.4696 -3.1991 1.02 0.10 -0.39
H -4.3458 6.4254 3.9981 -0.34 0.34 0.33
H -0.4192 0.2803 -6.3970 1.63 -0.49 -0.09
H 2.6893 5.3982 -4.1723 1.20 1.72 -0.38
H -3.4135 2.7587 4.8175 -0.03 0.60 -0.33
H 2.5877 -5.0377 -2.7666 1.07 -0.18 0.56
H -3.1515 7.3352 -3.7982 -0.07 -0.01 -0.74
H 7.5268 1.4839 -0.6679 -0.75 0.24 -0.16
H -6.1236 6.2887 3.7019 0.70 -0.35 0.31
H -3.2342 4.8075 -2.5660 -0.13 -0.44 0.26
H -0.2722 -8.4942 -4.1209 0.94 0.19 -0.21
H 3.6444 -1.2018 -7.0702 0.26 -0.48 -0.33
H -1.7292 9.1845 -4.6918 0.11 0.26 -0.21
H 1.9814 -4.5093 -4.8264 -0.16 0.21 -0.01
H 0.6297 -1.8539 -5.4851 -0.25 0.14 0.81
H 6.6090 2.7095 -1.5839 -0.12 0.01 0.04
H -0.7971 -5.2637 2.6800 -0.14 0.53 -0.60
H -1.1958 3.5694 4.4411 0.37 0.23 0.17
H 8.5452 0.5970 -2.7008 -0.22 0.07 0.02
H 2.0234 3.9086 -4.5707 -0.77 0.03 0.05
H -0.4329 4.2472 5.9232 0.19 -0.44 0.61
H 2.6037 0.9883 5.4917 -0.81 0.52 0.18
H -1.6735 1.2197 -1.6295 0.44 -0.16 0.13
H 2.6638 -2.1617 -4.9646 0.96 0.37 -0.33
H 4.1014 1.9074 4.8694 -1.01 0.11 -0.10
H 2.4183 3.2072 0.6725 -0.11 0.54 0.20
H -1.4844 8.6211 -2.6390 0.32 -0.36 0.03
H 1.0592 -1.2608 -7.5939 -0.51 -0.44 -0.45
H -1.7039 -4.2614 11.0235 -1.38 0.17 -2.48
H 2.7462 2.1979 -6.9479 -0.27 -0.04 0.09
H -0.1448 5.9315 -1.0460 1.25 -0.67 -0.37
H -0.8962 5.9855 -5.3304 -0.11 -0.45 0.06
H -0.8763 8.1076 -5.6075 -0.13 0.06 0.21
H 0.8757 -1.4661 -3.0314 -0.50 -0.14 0.20
H -4.2551 5.2862 -0.2756 0.66 0.67 0.30
H -0.5544 -1.9351 -8.0274 -0.39 0.16 -0.18
H 1.3222 4.9321 -3.1663 0.20 -0.30 -0.91
H 7.3214 -0.0974 -3.7933 0.20 -0.44 -0.78
H -6.9375 4.0773 3.8545 0.74 0.02 0.74
H -3.7451 1.5399 -1.1479 0.23 -0.06 0.51
H 1.8112 0.5771 3.1774 -0.56 0.43 0.01
H 2.4119 -2.6199 -1.3504 1.17 0.25 0.69
H 0.8363 -5.7860 5.0754 0.00 -0.59 0.26
H 1.4372 -1.3013 4.0856 0.72 0.00 -0.55
H -4.7468 3.6347 -7.5510 0.05 0.20 0.34
H 1.5809 -3.3122 0.8724 0.23 1.05 0.08
H -0.4113 -4.7567 -4.9781 0.05 0.20 -0.33
H 4.2855 1.4207 -6.7439 0.99 -0.29 -0.49
H 0.9916 1.7606 -0.2317 0.41 0.40 -0.21
H -0.4459 -4.5101 0.0701 0.53 -0.01 -0.23
H -0.4624 -4.8803 4.4505 -0.96 0.05 -0.21
H 1.6333 6.6606 1.5611 -0.15 -0.24 0.42
H 1.6773 -1.3789 5.8846 0.99 0.31 0.39
H -0.4737 3.2475 -4.4295 -0.76 -0.33 -0.93
H 3.0419 -2.2313 2.3267 0.76 -0.31 0.53
H -0.2585 -6.2274 -2.8859 1.03 -0.08 -0.42
H -1.6461 0.7875 -7.2259 -0.50 0.39 -1.42
H -2.5987 -7.1109 5.4632 0.09 0.54 0.25
H 1.9183 -3.6189 5.8846 -0.29 -0.26 -0.41
H 3.9749 -0.2980 1.3366 -0.34 -0.29 -0.14
H -0.6307 -8.5905 5.2103 0.25 0.36 0.25
H 5.1343 0.4350 -0.1900 0.04 -0.16 0.12
H 0.2602 -10.5265 4.0378 1.75 1.45 -0.14
H -3.5433 1.3712 2.6871 0.23 0.07 -0.03
H 0.0085 5.0894 2.3709 0.23 -0.31 0.45
H 4.5654 0.2615 -4.6884 -0.48 -0.11 -0.45
H 7.5849 1.7085 -3.7919 0.14 -1.06 0.50
H -3.0750 2.5769 -4.3217 -0.41 -0.08 -0.39
H -2.6014 5.5391 -5.4068 -0.41 -0.44 -0.35
H 1.6724 -3.8608 4.1381 0.10 0.41 -0.47
H -1.3537 -6.3182 8.4203 0.49 0.50 0.66
H 5.3715 -3.2846 -1.3784 -0.29 -0.43 0.09
H 1.1762 -6.8591 -2.0753 0.14 -0.34 0.03
H -0.9598 -6.3702 1.3916 0.01 -0.42 -0.83
H -4.7707 3.9520 -5.7347 -0.50 0.44 -0.05
H 3.1124 -0.0645 -3.7459 -0.04 -0.16 -0.82
H -0.1660 1.7803 -2.4378 -0.63 -0.81 1.10
H -0.2086 1.2784 1.8442 0.03 0.73 0.61
H -5.3026 4.0122 -1.9666 -0.44 0.28 -0.39
H -0.2535 -0.0953 0.8859 -0.08 0.63 -0.68
H -0.3035 -5.7031 9.8060 -0.02 0.01 -0.26
H 0.3096 3.3579 2.5949 0.35 0.32 0.04
H 4.7660 -3.3440 -4.5432 0.56 -1.08 -0.11
H -5.4051 4.2303 0.4175 0.27 -0.62 0.10
H 3.6416 2.3394 -5.3929 -0.31 -0.33 -0.32
H -3.7477 1.2068 -5.2525 -0.51 -1.59 0.49
H 1.3114 -8.9711 -4.8987 -0.07 0.38 -0.66
H -3.3842 -6.7243 2.1950 -0.08 0.39 -0.08
H -1.8695 -3.6924 -0.6058 -0.11 -0.24 -0.19
H 5.7799 -3.5908 0.3324 1.19 -0.55 0.52
H -2.9747 -5.1264 10.0178 -0.52 -0.77 -0.03
H 1.6456 3.0092 -1.5302 1.71 -0.18 -1.45
H -3.0052 -5.6470 3.5409 0.17 0.08 0.00
H -0.9590 -2.5646 -5.8974 -0.09 0.44 -0.18
H -1.1478 5.3306 4.8067 0.01 0.02 -0.45
H 4.1710 -2.7748 -6.9203 -0.36 -0.03 0.34
H -1.7943 -1.2287 3.1051 0.25 0.47 -0.27
H 0.7631 0.1559 -3.5240 0.33 1.03 -0.96
H 1.2100 -4.6107 7.9624 -1.03 -0.21 -0.14
H -3.6524 -8.1970 4.6125 0.43 -0.46 -0.04
H 5.4639 -1.9594 -0.3006 0.23 0.46 0.39
H -2.9314 -3.3652 9.8168 0.26 -0.49 0.67
H 0.4122 2.4059 -5.6354 -0.47 -0.16 -0.19
H -0.2709 7.3254 -3.0741 0.07 0.24 0.23
H 4.3910 1.8033 -2.5663 -0.28 -0.25 -0.45
H -2.4631 3.7209 2.5198 -1.28 0.03 -0.54
H -5.3664 2.3717 -6.4146 0.56 1.02 -0.08
H 1.0145 -1.6737 0.4375 -0.45 0.08 -0.73
H -0.9481 -4.1322 6.7261 0.07 -0.65 -0.13
H -1.5668 -8.1701 2.9971 0.19 -1.14 -1.06
H -4.2395 3.3369 2.5816 -0.87 -1.37 0.35
H -0.7467 -0.8241 -3.5831 0.50 -0.09 -0.33
H -7.0014 4.5991 5.6037 0.33 -0.51 -0.69
H -4.8703 1.6352 -2.4119 -0.42 0.15 -0.14
H -5.4564 1.7732 -0.7071 -0.04 -0.18 -0.07
H -1.3565 1.0355 -4.4485 0.07 0.02 0.86
H -2.1403 1.0572 3.7066 0.56 0.01 0.14
H 2.8285 4.7334 0.2570 -0.72 -0.43 0.65
H 3.3912 -1.2856 -0.4964 0.12 -0.22 -0.49
H -5.6137 6.7710 5.3353 0.74 -1.02 -0.86
H -1.6432 5.6599 -0.1259 0.41 0.33 -0.80
H 0.9162 -2.5227 -8.8642 -0.03 -0.12 -0.06
H 1.0135 -4.5134 -2.0396 0.64 0.38 -0.18
H -1.0493 -2.9261 0.7148 0.06 -0.84 0.11
H -1.8712 -9.2546 6.3525 0.17 0.22 -1.15
H -3.2442 -2.2158 3.0289 0.45 1.11 -0.66
H -1.6270 5.1200 -3.9593 -0.13 -0.24 0.05
H 5.6420 1.8042 0.8165 0.15 -0.10 -0.38
H -0.9165 3.4845 -6.2521 0.42 -1.07 1.48
H -5.6032 0.9392 4.1900 -0.26 0.13 0.29
H -3.6804 1.3182 5.7206 -0.24 -0.03 -0.24
H 0.2152 -0.6602 5.1976 0.75 -0.22 -0.12
H 5.6431 -1.8641 -4.0117 -0.81 -0.25 -0.10
H 2.8219 4.0246 2.7535 0.20 0.33 0.41
H -5.6277 2.7282 6.3669 -1.10 -0.36 -1.52
H -3.0402 -0.9110 1.7618 0.29 0.08 0.13
H -7.1546 2.1744 5.2890 1.40 0.48 0.66
H 3.1069 1.6611 2.6395 0.13 0.10 -0.48
H -2.4095 3.6862 -1.7315 -0.46 -0.16 -0.10
H 3.3150 6.3209 1.6969 0.03 -0.04 0.32
H -0.7583 -11.7445 3.6075 -0.74 0.07 0.25
H 0.7681 -6.2934 7.5352 0.24 0.24 0.30
H -0.8693 7.2072 -0.1041 0.33 0.70 0.27
H -0.5801 -3.3669 -3.9412 0.20 -0.18 0.59
H 2.4144 6.6184 3.1977 -0.22 -0.25 -0.19
H 0.1202 3.8273 -0.0621 0.38 0.67 0.58
H -1.6437 0.9319 0.8891 -1.06 0.17 0.18
H 1.2160 -8.9190 -3.1810 -0.42 0.92 -0.71
```
Forces are in eV/Å.

Properties
- Total energy: -119471.7032 eV
- SMILES: COC[C@H](C)N.COC[C@H](C)N.COC[C@H](C)N.COC[C@H](C)N.COC[C@H](C)N.COC[C@H](C)N.COCCNCCOC.COCCNCCOC.COCCNCCOC.COCCNCCOC.COCCNCCOC.COCCNCCOC
- Molar mass: 1333.97 g mol⁻¹
- Kohn-Sham gap: 8.70 eV

Mulliken atomic charge list, values in e, 5 entries:
1. O -0.226
2. O 0.093
3. O -0.551
4. O -0.327
5. O 0.882